[1]
This record from OMol25 describes a 9-piece molecular cluster, C9H36N18O9 overall. The level of theory is ωB97M-V with the def2-TZVPD basis set.

Geometry as XYZ:
```
72
Properties=species:S:1:pos:R:3:forces:R:3:mulliken_charge:R:1
C -5.95119 2.73556 4.52406 -0.43 2.27 -0.98 0.624
O -5.59714 3.24929 3.48817 0.28 0.42 -0.79 -0.636
N -6.66937 3.39480 5.46516 -0.70 1.93 0.27 -0.438
N -5.77449 1.51619 4.87766 1.20 -6.06 2.14 -0.349
H -7.08915 2.93627 6.26118 -0.11 0.25 -0.44 0.194
H -7.11335 4.18318 5.01635 -0.22 0.13 0.76 0.231
H -5.21142 0.77772 4.48053 0.10 0.86 -0.77 0.218
H -6.01190 1.24819 5.82207 -0.14 0.16 -0.19 0.156
C 0.90490 -0.42722 -0.25073 -1.83 -1.29 0.84 0.622
O 1.73203 0.34392 0.02931 4.69 4.08 -0.60 -0.606
N 0.23932 -0.93603 0.75703 -2.60 -2.03 3.86 -0.437
N 0.48462 -0.91892 -1.38881 -0.13 -0.47 -3.03 -0.368
H 0.43912 -0.49498 1.64340 -0.19 -0.24 -0.18 0.207
H -0.65110 -1.40369 0.66454 0.18 0.19 0.12 0.173
H 0.84436 -0.50601 -2.23746 -0.39 -0.54 -0.04 0.228
H -0.20693 -1.65022 -1.30468 0.28 0.32 -0.97 0.179
C -0.34319 -0.66277 7.16413 3.50 7.90 -1.57 0.589
O -0.87670 -1.57424 7.51697 -6.66 -9.21 4.40 -0.515
N -0.54484 0.62386 7.53615 -0.78 1.54 0.84 -0.413
N 0.64945 -0.76164 6.33688 3.72 -0.28 -3.48 -0.417
H -0.12083 1.36328 6.99434 -0.42 -0.01 0.51 0.173
H -1.20708 0.80429 8.27709 0.17 0.21 -0.40 0.205
H 0.81419 -1.70488 6.01551 0.41 0.46 -0.18 0.212
H 1.22766 0.02825 6.08819 0.05 -0.62 -0.15 0.167
C 7.91297 -2.27114 -1.21471 1.76 -1.76 -1.87 0.634
O 7.78284 -2.46897 -2.39424 -0.88 0.14 -2.17 -0.654
N 8.86892 -2.88121 -0.54584 2.38 -1.66 2.02 -0.390
N 7.24590 -1.44781 -0.48615 -3.24 3.09 1.95 -0.375
H 8.87311 -2.79985 0.46086 0.51 -0.35 -0.32 0.150
H 9.47670 -3.53138 -1.02332 -0.29 0.18 0.26 0.213
H 7.30363 -1.49864 0.52092 -0.31 0.28 -0.35 0.186
H 6.42593 -1.06553 -0.93517 0.02 0.11 0.47 0.237
C 4.40747 2.34771 -5.48881 0.43 0.12 1.35 0.675
O 4.44643 2.80637 -4.39792 0.09 1.79 3.42 -0.647
N 4.56571 1.10166 -5.74203 1.02 -7.62 -0.19 -0.371
N 4.27699 2.98571 -6.58596 -1.01 4.02 -4.50 -0.389
H 4.42690 0.63524 -6.62706 0.00 0.58 0.09 0.151
H 4.98971 0.47112 -5.07664 -0.35 0.43 0.29 0.199
H 4.39445 2.47207 -7.44763 -0.01 0.91 0.06 0.158
H 4.23214 3.99302 -6.52753 -0.11 -0.25 -0.47 0.223
C -7.01182 -1.25242 -0.38574 2.85 -1.30 0.27 0.672
O -6.06109 -1.54741 0.28623 1.73 -1.13 1.29 -0.662
N -7.25933 -1.59634 -1.60827 -0.35 -2.10 -5.64 -0.382
N -7.93654 -0.46794 -0.02330 -4.50 4.39 3.54 -0.378
H -7.87753 -0.97672 -2.11226 0.29 -0.60 -0.30 0.164
H -6.77421 -2.29482 -2.15314 0.21 0.37 0.45 0.194
H -8.75213 -0.32580 -0.60185 0.11 0.09 0.75 0.167
H -7.90308 -0.15098 0.93509 -0.29 0.25 -0.31 0.222
C 7.81086 4.81808 -0.28030 -0.02 2.40 1.43 0.605
O 8.52862 5.63828 0.26803 0.45 0.26 0.30 -0.655
N 8.28607 4.05362 -1.26675 -0.41 -1.38 -0.89 -0.389
N 6.48920 4.75909 0.05046 -1.12 -1.28 -0.47 -0.368
H 9.15683 4.37188 -1.66748 -0.29 -0.28 0.04 0.232
H 7.61953 3.50465 -1.79064 0.49 0.11 -0.32 0.200
H 5.90963 4.00446 -0.28827 0.06 0.20 -0.02 0.171
H 6.04830 5.35941 0.73261 0.78 -0.05 -0.11 0.205
C -6.31916 -4.87661 5.16369 0.33 -0.11 3.90 0.645
O -6.66458 -5.05463 6.31350 0.01 0.33 1.84 -0.679
N -7.04230 -5.26411 4.21164 -4.53 -2.23 -6.19 -0.361
N -5.19639 -4.33258 4.79565 3.99 2.18 -0.07 -0.384
H -7.97674 -5.61649 4.36249 0.41 0.04 0.29 0.223
H -6.81675 -5.05122 3.25044 -0.11 -0.02 0.21 0.166
H -4.66492 -3.91234 5.54468 0.16 -0.19 -0.33 0.213
H -4.82710 -4.30789 3.85591 -0.26 0.04 0.35 0.179
C -1.09950 0.06319 -8.30080 0.97 -1.61 -0.33 0.647
O -2.26884 0.04980 -8.02963 -1.16 0.70 0.35 -0.613
N -0.18595 -0.73725 -7.73544 0.36 -2.39 2.81 -0.399
N -0.46073 0.67113 -9.28096 -0.19 2.92 -2.66 -0.382
H -0.61378 -1.45096 -7.16301 0.58 -0.03 0.09 0.213
H 0.78277 -0.82624 -8.00704 -0.52 0.03 0.14 0.163
H -0.99219 1.34818 -9.80941 0.51 -0.11 -0.22 0.212
H 0.47593 0.38845 -9.53167 -0.56 0.49 -0.18 0.159
```
Forces are in eV/Å.

Calculated values
- HOMO level (eV) = -9.398
- ΔE to the lowest compared entry with this formula, charge and spin (kJ/mol) = 736.9
- gap between HOMO and LUMO (eV) = 9.33
- maximum force (eV/A) = 12.185


[2]
This record from OMol25 describes a 2-piece molecular cluster, C2HF5 overall. The level of theory is ωB97M-V with the def2-TZVPD basis set.

Geometry as XYZ:
```
8
Properties=species:S:1:pos:R:3:forces:R:3:mulliken_charge:R:1
C 0.90001 0.02837 -1.83380 -0.34 -0.16 -0.66 0.196
C -0.38697 -0.17279 1.38867 -0.50 -0.07 -0.98 0.576
F 0.13514 -0.53677 -2.75540 0.57 0.56 0.59 -0.125
F 1.22624 1.18910 -2.32629 -0.20 -0.44 0.07 -0.093
F -1.48311 -0.90518 1.51340 -0.98 -0.43 -0.59 -0.226
F -0.14151 0.23721 2.60841 1.11 0.65 0.56 -0.205
F -0.60121 0.87560 0.56999 -0.68 0.61 0.38 -0.202
H 0.35139 -0.71554 0.83501 1.03 -0.72 0.63 0.079
```
Forces are in eV/Å.

Calculated values
- HOMO level (eV) = -11.639
- ΔE to the lowest compared entry with this formula, charge and spin (kJ/mol) = 241.1
- gap between HOMO and LUMO (eV) = 11.48
- maximum force (eV/A) = 1.404


[3]
This record from OMol25 describes C22H31BrN5O3PdS as an isolated structure. The level of theory is ωB97M-V with the def2-TZVPD basis set.

Geometry as XYZ:
```
64
Properties=species:S:1:pos:R:3:forces:R:3:mulliken_charge:R:1
Pd 0.37528 0.06484 2.45247 -0.03 -0.07 0.09 0.419
N 1.58580 1.77054 2.90012 -0.03 0.03 -0.06 -0.346
C 1.30141 2.61190 4.08720 0.02 0.01 -0.02 -0.695
C -0.18120 2.66972 4.43615 -0.01 0.03 0.03 -0.732
N -0.79954 1.36473 4.56862 0.06 -0.06 -0.11 -0.058
C -0.42149 0.52493 5.68503 -0.01 0.03 0.08 -0.752
C 0.85225 -0.28851 5.45550 0.01 -0.03 0.02 -0.502
N 0.83287 -1.03208 4.17384 -0.02 0.01 0.03 -0.472
H 2.57635 1.55364 2.85392 0.00 -0.02 -0.02 0.184
H 1.38491 2.30550 2.05806 -0.01 0.00 0.00 0.257
H 1.64763 3.63204 3.90960 0.02 -0.01 0.00 0.437
H 1.88210 2.23289 4.92496 0.00 -0.01 0.01 0.305
H -0.71043 3.19839 3.64080 0.00 0.00 0.00 0.427
H -0.26829 3.27836 5.34778 -0.01 0.00 0.00 0.343
H -1.79983 1.42078 4.46459 0.00 0.02 0.02 0.203
H -1.24342 -0.17000 5.86925 0.00 0.00 0.00 0.449
H -0.27674 1.09074 6.61691 -0.01 0.00 -0.01 0.296
H 0.96894 -0.98446 6.28931 0.02 -0.01 -0.01 0.422
H 1.73601 0.34311 5.44465 0.00 0.01 0.00 0.223
H 0.17533 -1.80538 4.24033 -0.03 0.02 -0.02 0.357
H 1.73920 -1.46791 4.02643 0.00 0.00 -0.02 0.238
C 2.08956 -2.12248 -2.50342 -0.01 0.00 0.01 -0.743
C 1.66560 -3.15650 -1.46385 0.01 0.00 0.00 -0.862
C 1.00954 -2.54714 -0.23352 -0.02 0.00 -0.02 -0.623
N -0.21077 -1.84016 -0.63611 0.02 0.01 0.01 0.809
C -1.16659 -1.43774 0.15550 -0.01 0.02 -0.02 0.285
S -1.08694 -1.65104 1.87796 -0.05 -0.05 0.04 -0.531
N -2.29197 -0.84650 -0.32181 0.00 0.00 0.02 0.094
C -2.62872 -0.37704 -1.62474 -0.01 0.00 0.01 -0.145
O -3.36034 0.57062 -1.70127 0.00 -0.01 -0.01 -0.518
C -2.10065 -1.10510 -2.80782 0.01 0.01 -0.02 0.047
C -1.62147 -0.35014 -3.87321 0.00 0.00 0.00 -0.379
C -1.14375 -0.99066 -5.00567 0.00 0.00 0.00 -0.707
C -1.17271 -2.37644 -5.08325 0.00 0.00 0.00 -0.536
C -1.67736 -3.12947 -4.02922 0.00 0.01 0.00 -0.601
C -2.13519 -2.49661 -2.88506 -0.01 -0.01 0.00 0.351
H 2.64978 -2.59712 -3.30803 0.00 0.00 0.00 0.449
H 2.71692 -1.35508 -2.04764 0.00 0.00 0.00 0.198
H 1.23620 -1.62129 -2.97236 0.00 0.00 0.00 0.069
H 2.54176 -3.70758 -1.11885 0.00 0.00 0.00 0.423
H 0.99172 -3.89324 -1.91032 0.00 0.00 0.00 0.295
H 1.67316 -1.82750 0.24915 0.01 0.01 0.00 0.265
H 0.73111 -3.31340 0.48816 0.01 0.00 0.01 0.580
H -0.30055 -1.64127 -1.62545 0.01 0.00 0.01 -0.509
H -2.83740 -0.38547 0.39594 0.00 0.00 -0.01 0.327
H -1.62397 0.72941 -3.79874 0.00 0.01 0.00 0.615
H -0.75703 -0.40816 -5.83120 0.00 0.00 0.00 0.453
H -0.80906 -2.87435 -5.97239 0.00 0.00 0.00 0.426
H -1.71989 -4.20779 -4.10322 0.00 0.00 0.00 0.466
H -2.53032 -3.07753 -2.05971 0.00 0.00 0.00 0.444
Br -1.82543 3.31608 -0.07846 0.00 0.01 0.00 -0.117
C -0.70317 2.76936 -1.50616 -0.01 0.01 0.00 0.493
C -0.95313 3.39869 -2.72026 -0.01 -0.01 -0.01 -0.629
C -0.16015 3.13414 -3.82439 0.00 -0.01 0.00 -0.687
C 0.89450 2.23791 -3.72209 -0.01 0.00 0.00 -0.691
C 1.13523 1.61140 -2.51436 0.01 -0.01 0.00 -0.593
C 0.34401 1.85133 -1.38747 0.01 -0.01 0.00 0.341
C 0.73776 1.09341 -0.14424 0.13 -0.05 0.03 1.114
O -0.13410 1.09424 0.81604 0.05 -0.06 -0.07 -0.741
O 1.81915 0.51258 -0.08972 -0.11 0.16 0.01 -0.696
H -1.76764 4.10578 -2.78874 0.00 0.00 0.00 0.418
H -0.36493 3.63953 -4.75917 0.00 0.00 0.00 0.412
H 1.52964 2.03641 -4.57433 0.00 0.00 0.00 0.448
H 1.96046 0.92218 -2.40206 0.00 0.00 0.00 0.484
```
Forces are in eV/Å.

Calculated values
- HOMO level (eV) = -11.296
- net charge = +1
- ΔE to the lowest compared entry with this formula, charge and spin (kJ/mol) = 0.0
- gap between HOMO and LUMO (eV) = 8.21
- maximum force (eV/A) = 0.196